1.
# C32H35BFeN10S3

C32H35BFeN10S3 as an isolated structure in a non-equilibrium geometry (ωB97M-V/def2-TZVPD, the OMol25 dataset).

XYZ file:
```
82
Properties=species:S:1:pos:R:3
Fe 0.17 0.01 0.45
C 3.92 1.10 -1.92
C 3.80 2.03 -0.71
C 4.18 1.26 0.56
C 2.45 2.67 -0.64
C 2.27 4.01 -1.01
C 0.93 4.25 -0.83
N 0.36 3.12 -0.39
N 1.28 2.14 -0.27
B -1.15 3.03 -0.11
N -1.46 2.68 1.35
C -2.01 3.57 2.19
C -2.19 2.95 3.41
C -1.71 1.65 3.23
N -1.26 1.50 1.98
C -1.74 0.66 4.36
C -1.01 -0.63 4.07
C -3.19 0.37 4.77
N -1.80 2.04 -1.08
C -2.67 2.39 -2.04
C -3.03 1.25 -2.73
C -2.31 0.22 -2.12
N -1.57 0.72 -1.13
C -2.35 -1.23 -2.48
C -3.73 -1.82 -2.13
C -2.09 -1.43 -3.98
H 4.94 0.73 -2.00
H 3.26 0.26 -1.80
H 3.67 1.62 -2.84
H 4.52 2.85 -0.84
H 3.58 0.36 0.62
H 5.23 0.99 0.54
H 3.99 1.86 1.45
H 3.01 4.70 -1.36
H 0.34 5.13 -0.99
H -1.61 4.11 -0.32
H -2.24 4.57 1.89
H -2.60 3.36 4.31
H -1.24 1.15 5.20
H -1.35 -1.06 3.13
H 0.06 -0.45 3.98
H -1.16 -1.35 4.86
H -3.72 -0.12 3.96
H -3.19 -0.28 5.64
H -3.72 1.29 5.03
H -2.96 3.41 -2.18
H -3.70 1.18 -3.56
H -1.57 -1.74 -1.91
H -4.49 -1.37 -2.77
H -3.74 -2.90 -2.29
H -3.99 -1.62 -1.10
H -2.88 -0.97 -4.57
H -1.15 -0.98 -4.26
H -2.06 -2.49 -4.21
S 2.00 0.18 2.68
C 2.33 -1.48 2.39
S 0.96 -2.35 1.84
C 3.57 -2.07 2.59
C 4.68 -1.37 3.05
N 5.63 -0.84 3.45
C 3.79 -3.42 2.27
N 4.01 -4.52 2.01
S -4.03 -2.37 1.73
C -2.94 -3.53 1.08
C -1.85 -2.92 0.56
N -1.85 -1.57 0.66
C -2.92 -1.14 1.23
H -3.16 -4.58 1.13
H -1.02 -3.42 0.10
H -3.12 -0.10 1.41
N 3.12 -3.98 -5.49
C 2.79 -3.31 -4.62
C 2.35 -2.52 -3.54
C 1.52 -1.41 -3.74
C 1.02 -0.72 -2.65
C 1.32 -1.08 -1.33
C 2.20 -2.15 -1.17
C 2.71 -2.87 -2.23
H 1.28 -1.12 -4.75
H 0.39 0.14 -2.84
H 2.52 -2.46 -0.18
H 3.35 -3.72 -2.06
```

Computed properties:
2S+1 = 6
HOMO-LUMO gap (spin up / spin down) = 7.4 / 5.8 eV
lowest unoccupied orbital energy (spin up / spin down) = 1.9756 / 0.2345 eV
<S²> = 8.766
relative energy (zero: lowest compared OMol25 entry of this formula, charge and spin) = 26.7 kcal per mole
E = -4271.20428 Eh
charge = -1

Atomic partial charges in e from the Mulliken method, atoms 1 to 8:
1. Fe 1.28
2. C -1.30
3. C 0.50
4. C -1.11
5. C 0.11
6. C -1.50
7. C -0.31
8. N -0.02



2.
# C18H30Cl2N4O3

A 2-piece molecular cluster, C18H30Cl2N4O3 overall in a non-equilibrium geometry (ωB97M-V/def2-TZVPD, the OMol25 dataset).

XYZ file:
```
57
Properties=species:S:1:pos:R:3
C 0.36 -4.59 3.53
C 0.30 -3.16 2.89
C 1.57 -2.89 2.02
C 1.23 -1.79 0.93
C 1.57 -0.33 1.39
C 0.40 0.69 1.25
C -0.92 0.11 1.75
N -1.68 -0.50 2.30
C 0.71 1.91 2.19
Cl 2.49 2.38 2.16
C 0.32 1.65 3.71
C 1.29 2.34 4.73
Cl -1.31 2.36 4.07
C 0.16 1.10 -0.25
N -0.43 -0.05 -0.97
C -0.86 2.25 -0.38
N -1.33 3.24 -0.19
C 1.46 1.49 -1.03
C 1.18 2.01 -2.45
O 2.04 2.67 -2.97
N -0.01 1.69 -3.16
C 0.23 0.76 -4.27
C -0.67 2.94 -3.64
H -0.31 -5.28 2.98
H 1.39 -4.98 3.38
H 0.14 -4.54 4.61
H 0.26 -2.34 3.64
H -0.56 -3.13 2.20
H 1.84 -3.80 1.45
H 2.45 -2.54 2.59
H 0.20 -1.93 0.56
H 1.89 -2.01 0.07
H 2.49 -0.02 0.89
H 1.81 -0.39 2.48
H 0.18 2.84 1.92
H 0.37 0.57 3.96
H 1.43 3.41 4.52
H 2.22 1.77 4.87
H 0.75 2.29 5.70
H 0.18 -0.36 -1.72
H -1.36 0.22 -1.34
H 2.08 2.22 -0.48
H 2.05 0.55 -1.14
H 0.67 1.27 -5.16
H 0.97 0.00 -3.94
H -0.69 0.21 -4.52
H -0.20 3.83 -3.19
H -0.63 2.96 -4.74
H -1.72 2.93 -3.27
O -3.80 -2.53 -4.91
C -3.35 -2.04 -3.72
C -3.16 -0.47 -3.77
O -2.69 0.03 -2.58
H -2.36 -2.44 -3.36
H -4.00 -2.23 -2.83
H -4.15 -0.07 -4.11
H -2.52 -0.28 -4.67
```

Computed properties:
2S+1 = 1
HOMO-LUMO gap = 2.0 eV
lowest unoccupied orbital energy = 3.6632 eV
E = -2068.78511 Eh
charge = -2

Atomic partial charges in e from the natural (NBO) method, atoms 1 to 8:
1. C -0.62
2. C -0.41
3. C -0.39
4. C -0.42
5. C -0.42
6. C -0.09
7. C 0.32
8. N -0.32



3.
# C5H10BrI

One molecule with the formula C5H10BrI in a non-equilibrium geometry (ωB97M-V/def2-TZVPD, the OMol25 dataset).

XYZ file:
```
17
Properties=species:S:1:pos:R:3
C -1.21 1.16 1.05
C -0.28 1.43 -0.11
C -0.07 0.30 -1.11
C 0.96 -0.81 -0.56
C 0.45 -1.68 0.51
Br 2.58 -0.01 0.12
I 1.51 -2.17 -2.68
H -2.02 0.67 0.57
H -1.45 2.06 1.58
H -0.84 0.43 1.77
H 0.67 1.76 0.39
H -0.56 2.30 -0.68
H -0.96 -0.48 -1.22
H 0.16 0.69 -2.15
H 0.23 -1.03 1.46
H 1.17 -2.39 0.88
H -0.34 -2.25 0.20
```

Computed properties:
2S+1 = 1
HOMO-LUMO gap = 8.3 eV
lowest unoccupied orbital energy = -0.9953 eV
relative energy (zero: lowest compared OMol25 entry of this formula, charge and spin) = 5.6 kcal per mole
E = -3068.16097 Eh
charge = 0

Atomic partial charges in e from the natural (NBO) method, atoms 1 to 8:
1. C -0.60
2. C -0.43
3. C -0.48
4. C 0.04
5. C -0.75
6. Br 0.06
7. I -0.07
8. H 0.20



4.
# C42H39Br2MnN2O2PSe

C42H39Br2MnN2O2PSe as an isolated structure in a non-equilibrium geometry (ωB97M-V/def2-TZVPD, the OMol25 dataset).

XYZ file:
```
90
Properties=species:S:1:pos:R:3
Mn -20.28 1.21 8.17
C -23.37 1.23 9.79
C -22.73 1.73 11.12
C -22.74 3.22 11.38
C -21.36 1.03 11.23
C -20.79 1.11 12.63
O -19.84 2.16 12.56
C -19.59 2.43 11.22
N -20.33 1.79 10.43
C -18.51 3.45 11.01
C -18.31 4.40 12.05
C -17.40 5.43 11.91
C -16.55 5.49 10.84
C -16.72 4.60 9.80
C -17.69 3.63 9.91
P -17.84 2.42 8.41
C -17.70 3.60 7.00
C -16.93 3.36 5.87
C -16.90 4.26 4.83
C -17.69 5.38 4.87
C -18.56 5.58 5.92
C -18.54 4.70 6.99
C -16.29 1.40 8.33
C -16.67 0.04 8.67
C -15.67 -0.97 8.77
C -14.36 -0.61 8.57
C -14.02 0.75 8.33
C -14.98 1.73 8.16
H -24.40 1.48 9.82
H -23.27 0.12 9.80
H -22.88 1.64 8.92
H -23.31 1.24 11.89
H -22.09 3.81 10.71
H -22.39 3.48 12.36
H -23.78 3.64 11.29
H -21.47 0.01 10.79
H -20.27 0.21 13.04
H -21.50 1.43 13.41
H -19.12 4.41 12.84
H -17.31 6.15 12.72
H -15.83 6.31 10.85
H -16.03 4.52 8.88
H -16.24 2.56 5.82
H -16.17 4.09 4.07
H -17.70 6.13 4.09
H -19.24 6.42 5.95
H -19.35 4.83 7.74
H -17.63 -0.23 9.06
H -15.73 -1.96 9.25
H -13.63 -1.34 8.78
H -12.94 0.98 8.24
H -14.62 2.76 8.18
Br -22.30 5.78 7.25
C -21.57 4.61 5.98
C -21.60 4.83 4.65
C -20.99 3.99 3.71
Br -20.79 4.60 1.91
C -20.30 2.85 4.09
C -19.78 1.88 3.24
C -19.30 0.67 3.74
C -19.43 0.41 5.17
N -19.85 1.37 5.98
C -20.41 2.53 5.47
C -21.01 3.41 6.49
O -21.00 3.07 7.72
H -21.96 5.81 4.36
H -19.71 2.13 2.20
H -18.78 -0.06 3.16
H -19.10 -0.57 5.56
C -25.87 -3.73 9.81
C -24.52 -3.19 9.50
C -23.37 -3.39 10.35
C -22.11 -2.86 10.09
C -21.01 -3.17 11.06
C -22.02 -2.04 8.91
Se -20.27 -1.40 8.43
C -23.07 -1.88 8.02
C -22.97 -1.19 6.71
C -24.33 -2.44 8.32
H -26.32 -4.15 8.96
H -26.55 -2.91 10.06
H -26.05 -4.59 10.51
H -23.52 -3.99 11.24
H -21.27 -2.94 12.08
H -20.13 -2.54 10.94
H -20.84 -4.27 10.98
H -23.89 -0.72 6.33
H -22.78 -2.01 5.96
H -22.10 -0.59 6.74
H -25.11 -2.24 7.63
```

Computed properties:
2S+1 = 6
HOMO-LUMO gap (spin up / spin down) = 6.9 / 7.0 eV
lowest unoccupied orbital energy (spin up / spin down) = -0.0688 / -0.1750 eV
<S²> = 8.757
relative energy (zero: lowest compared OMol25 entry of this formula, charge and spin) = 0.0 kcal per mole
E = -10925.70719 Eh
charge = 0

Atomic partial charges in e from the Mulliken method, atoms 1 to 8:
1. Mn 1.12
2. C -1.00
3. C 0.70
4. C -1.60
5. C 0.45
6. C -0.46
7. O -0.45
8. C -0.05



Q: What is the formula in the first record?
A: C32H35BFeN10S3